Record 1
80
Properties=species:S:1:pos:R:3 method="wB97M-V/def2-TZVPD" orbital_gap_ev="8.2 / 3.9" homo_energy_ev="-11.75 / -11.75" charge=+1 multiplicity=3
O -1.6743 1.2476 -2.7401
V -0.1204 0.9879 -2.6573
B 0.4496 3.1784 -3.0611
H 0.8919 4.1574 -3.1619
H -0.4565 3.1133 -3.6435
H 1.0889 2.4592 -3.5492
H 0.2550 2.9350 -2.0281
B -0.1631 0.6434 -0.3587
H 0.2547 0.1286 0.4926
H -1.0425 1.2094 -0.0933
H 0.5703 1.3172 -0.7739
H -0.4763 -0.0877 -1.0879
C -3.5244 3.5007 0.0186
C -2.6525 3.4367 1.3137
C -2.9920 2.1681 2.1489
O -4.3138 2.3446 2.7564
C -4.7021 1.1548 3.3686
N -1.2569 3.4194 0.9451
H -4.5366 3.4430 0.4190
H -3.3323 2.6217 -0.5967
H -3.3021 4.4032 -0.5508
H -2.7824 4.3769 1.8496
H -2.3666 2.0960 3.0387
H -3.0253 1.3191 1.4662
H -4.7067 0.2086 2.8274
H -5.7270 1.2372 3.7303
H -4.0985 0.9913 4.2614
H -0.7433 3.1671 1.7773
H -1.0477 2.6325 0.3475
C 3.3059 -1.4914 -3.6164
C 1.9039 -0.8742 -3.6583
C 0.7840 -1.8795 -3.2731
O -0.5310 -1.2593 -3.1768
C -1.6329 -2.1047 -2.9162
N 1.9104 0.2211 -2.7519
H 3.6768 -1.6690 -2.6070
H 4.1260 -0.8942 -4.0152
H 3.2960 -2.4222 -4.1835
H 1.7042 -0.4358 -4.6360
H 1.0361 -2.3584 -2.3269
H 0.6392 -2.6062 -4.0724
H -1.8072 -2.9133 -3.6262
H -2.5776 -1.5692 -2.8225
H -1.4307 -2.6051 -1.9692
H 2.4190 -0.0193 -1.9130
H 2.6440 0.7938 -3.1442
C -1.3105 -1.5640 3.2289
C -1.3930 -2.4270 1.9356
C -2.5989 -2.2162 0.9615
O -2.6512 -3.3456 0.1165
C -3.8443 -3.6246 -0.6359
N -0.1463 -2.3195 1.2916
H -1.1975 -0.5314 2.8986
H -0.5007 -1.7881 3.9232
H -2.2562 -1.6276 3.7670
H -1.5489 -3.4003 2.4007
H -2.4103 -1.3260 0.3615
H -3.4930 -2.0693 1.5673
H -3.6615 -4.5560 -1.1719
H -4.1297 -2.8462 -1.3435
H -4.7417 -3.7196 -0.0245
H -0.0154 -1.3521 1.0327
H -0.3137 -2.7191 0.3793
C 2.5330 0.4859 2.2937
C 3.4289 0.4298 1.0140
C 4.8657 -0.0746 1.1981
O 5.5925 0.7012 2.1314
C 6.8036 0.0633 2.5183
N 2.6821 -0.2717 0.0364
H 2.9499 1.2000 3.0039
H 2.4010 -0.5176 2.6982
H 1.4945 0.7626 2.1118
H 3.4945 1.4491 0.6334
H 5.4329 -0.0088 0.2696
H 4.8061 -1.1438 1.4013
H 7.4195 0.8511 2.9520
H 7.3112 -0.2681 1.6125
H 6.6914 -0.7306 3.2567
H 2.6404 -1.2581 0.2493
H 1.7321 0.0394 0.1808


Record 2
25
Properties=species:S:1:pos:R:3 method="wB97M-V/def2-TZVPD" orbital_gap_ev="8.5 / 6.8" de_lowest_kj_mol=567.2 homo_energy_ev="-13.75 / -13.65" charge=+1 multiplicity=2
C 1.5964 1.3061 -0.4386
C 0.6317 2.1840 0.3349
C 0.5707 1.9078 1.8375
C 2.6132 0.6088 0.0561
N -1.0484 -1.9290 -0.9926
C -2.3605 -2.3786 -0.4683
C -0.1278 -2.0480 0.1083
H 1.3817 1.2707 -1.5095
H 1.2841 -0.6301 -0.4327
H 0.9973 3.2079 0.2435
H -0.3759 2.0622 -0.0695
H -0.0780 2.6451 2.3042
H 0.1704 0.9215 2.0816
H 1.5402 2.0081 2.3211
H 3.3088 0.1489 -0.6345
H 2.7844 0.5269 1.1203
H -2.6828 -1.9313 0.4770
H -2.2991 -3.4552 -0.3052
H -3.1212 -2.2244 -1.2268
H 0.3724 -3.0136 0.1626
H -0.4819 -1.6847 1.0785
H 0.7394 -1.2090 -0.1456
H -1.9313 1.3344 -1.3768
H -1.1752 -0.9020 -1.0645
O -1.4222 0.6163 -0.9987


Record 3
54
Properties=species:S:1:pos:R:3 method="wB97M-V/def2-TZVPD" orbital_gap_ev="9.1 / 6.8" de_lowest_kj_mol=9.5 homo_energy_ev="-11.57 / -12.90" charge=+1 multiplicity=5
Pd -0.5510 0.5827 0.2537
C 1.6073 2.6649 -0.4430
N 1.5258 1.2766 0.0689
C 2.1089 0.2974 -0.8765
C 1.2781 0.1885 -2.1519
N -0.1486 -0.1761 -1.9021
C -0.3302 -1.6497 -1.9337
C -0.9995 0.4725 -2.8818
C -0.9611 0.0858 -4.2071
C -1.7691 0.7081 -5.1545
C -2.6343 1.7354 -4.7872
C -2.6785 2.1428 -3.4759
C -1.8596 1.5282 -2.5004
S -1.9601 2.1180 -0.9057
C 2.0751 1.2223 1.4113
C 3.3856 0.8841 1.6464
C 3.8974 0.9258 2.9458
C 3.1103 1.3375 4.0109
C 1.7930 1.6813 3.7896
C 1.2380 1.5920 2.5006
S -0.4616 1.7773 2.3447
H 2.6501 2.9328 -0.6331
H 1.1926 3.3438 0.2979
H 1.0312 2.7599 -1.3603
H 2.1561 -0.6629 -0.3654
H 3.1228 0.5976 -1.1586
H 1.7422 -0.5669 -2.7929
H 1.3028 1.1269 -2.7041
H -0.0298 -2.0609 -2.8996
H -1.3699 -1.8852 -1.7306
H 0.2759 -2.0937 -1.1482
H -0.3000 -0.7105 -4.5209
H -1.7219 0.3839 -6.1854
H -3.2649 2.2086 -5.5263
H -3.3400 2.9391 -3.1615
H 4.0399 0.5909 0.8374
H 4.9287 0.6457 3.1126
H 3.5207 1.3744 5.0098
H 1.1481 1.9739 4.6073
F -0.9169 -3.9992 1.3884
C 0.0057 -3.6266 2.2697
F -0.2622 -4.1645 3.4464
F 1.1985 -4.0376 1.8498
S 0.0200 -1.7857 2.4213
O 0.4336 -1.3449 1.0737
O 0.9186 -1.4763 3.4825
N -1.4370 -1.3536 2.7663
S -2.6064 -1.1549 1.7173
O -2.2995 -1.6294 0.3840
O -3.1065 0.1878 1.7976
C -3.9372 -2.2783 2.3817
F -3.3896 -3.3275 2.9796
F -4.6848 -2.6891 1.3668
F -4.6864 -1.6128 3.2450


Record 4
15
Properties=species:S:1:pos:R:3 method="wB97M-V/def2-TZVPD" orbital_gap_ev=9.2 de_lowest_kj_mol=315.9 smiles="CC=C(S)S.C=O" homo_energy_ev=-8.78
C 0.0966 0.5575 2.3106
C -0.4831 -0.4281 1.2873
C -1.2826 0.0251 0.3454
S -1.8423 1.8689 0.3199
S -1.8073 -0.9781 -1.1267
H -0.2024 0.1964 3.3098
H -0.0954 1.5282 1.8546
H 1.1545 0.4528 2.1906
H -0.1300 -1.4762 1.2660
H -1.7641 2.2946 1.5646
H -2.5237 -0.0396 -1.7008
C 0.9956 -0.1792 -1.4302
O 1.2229 -0.8903 -2.3501
H 1.2103 0.9394 -1.3826
H 0.7285 -0.3514 -0.4587


Max |F|, respectively: 4.76, 2.40, 0.53, 3.73 eV Å⁻¹.